No. 1
Formula: C5H11NS2
Source: the OMol25 dataset
Level of theory: ωB97M-V/def2-TZVPD

## Properties
HOMO-LUMO gap (alpha / beta): 8.16 / 8.16 eV
HOMO (alpha / beta): -8.325 / -8.325 eV
strongest force on any atom: 0.0974 hartree/bohr
spin multiplicity: 1
relative energy (zero: lowest compared OMol25 entry of this formula, charge and spin): 90.6 kcal per mole
LUMO energy (alpha / beta): -0.17 / -0.17 eV

Last column: Löwdin charge in e.
Element x y z (Å)
C: -0.3063 1.6935 1.1452  -1.235
C: 0.4576 -1.8658 -1.1042  -0.014
C: -1.6180 -0.4787 -0.4507  -0.089
C: 1.9437 0.5113 0.2690  -0.125
C: -0.1219 -0.7285 -0.1331  -0.492
N: 0.5889 0.4923 -0.3200  -0.097
S: -0.1901 1.2991 2.7086  0.663
S: -1.1138 2.6633 0.1706  0.824
H: 1.3926 -2.2491 -0.8558  0.046
H: -0.2879 -2.5812 -0.9824  0.050
H: 0.5140 -1.4380 -2.0562  0.064
H: -2.2498 -1.3875 -0.5511  0.088
H: -1.7692 0.1522 -1.3345  0.072
H: -1.9100 0.1251 0.4248  0.030
H: 1.7798 0.1411 1.3339  0.060
H: 2.2302 -0.2896 -0.3446  0.050
H: 2.5173 1.4089 0.2425  0.075
H: -0.1358 -1.0984 0.8376  0.092
H: -1.7212 3.6300 1.0003  -0.061

=====

No. 2
Formula: C5H11NS2
Source: the OMol25 dataset
Level of theory: ωB97M-V/def2-TZVPD

## Properties
HOMO-LUMO gap: 9.40 eV
HOMO: -8.948 eV
strongest force on any atom: 0.0689 hartree/bohr
SMILES: C=CC(N)(CS)CS
spin multiplicity: 1
relative energy (zero: lowest compared OMol25 entry of this formula, charge and spin): 48.8 kcal per mole
LUMO energy: 0.45 eV

Last column: Löwdin charge in e.
Element x y z (Å)
C: 3.0017 0.4824 1.1398  0.013
C: 1.7446 0.9731 1.0052  -0.137
C: 0.4149 0.3520 0.4691  -0.680
N: -0.5238 0.6373 1.5134  0.025
C: 0.6424 -1.1571 0.2109  -0.524
S: -0.8805 -2.1562 -0.0787  0.600
C: 0.0886 1.1394 -0.8803  -0.559
S: -1.5865 1.1187 -1.5552  0.663
H: 3.7553 1.2196 1.5481  0.069
H: 3.3125 -0.5899 0.9683  0.072
H: 1.5893 1.9917 1.2838  0.086
H: -0.7355 1.6570 1.4236  0.088
H: -1.4955 0.1559 1.4135  0.096
H: 1.3844 -1.3550 -0.5229  0.059
H: 1.0095 -1.5248 1.1716  0.069
H: -0.7734 -3.2289 1.0711  -0.022
H: 0.1490 2.1890 -0.5025  0.059
H: 0.9278 0.9534 -1.6337  0.109
H: -1.3377 -0.0656 -2.3409  -0.086

=====

No. 3
Formula: C5H11O
Source: the OMol25 dataset
Level of theory: ωB97M-V/def2-TZVPD

## Properties
HOMO-LUMO gap: 7.69 eV
HOMO: -13.660 eV
strongest force on any atom: 0.0847 hartree/bohr
spin multiplicity: 1
net charge: +1
relative energy (zero: lowest compared OMol25 entry of this formula, charge and spin): 22.0 kcal per mole
LUMO energy: -5.97 eV

Last column: Löwdin charge in e.
Element x y z (Å)
C: 3.6671 0.0173 0.1341  -0.115
C: -2.1717 -0.2372 -0.5164  0.006
C: -0.0673 -0.8716 0.6543  -0.004
C: -0.3992 1.4902 -0.1967  0.031
C: -0.8974 0.0610 0.0181  -0.188
O: 2.6635 -0.4331 -0.3021  -0.030
H: 3.6660 0.4569 1.1795  0.105
H: 4.5769 0.0059 -0.4816  0.094
H: -2.0634 -0.7384 -1.4572  0.141
H: -2.5741 -0.9667 0.1684  0.121
H: -2.8908 0.5404 -0.6039  0.113
H: -0.1778 -1.8446 0.1684  0.148
H: -0.4882 -1.3109 1.5744  0.158
H: 0.9596 -0.6092 0.9762  0.099
H: 0.6786 1.6173 -0.0649  0.089
H: -0.8640 2.3544 0.3627  0.148
H: -0.5880 1.6728 -1.2068  0.085

=====

No. 4
Formula: C5H11O2
Source: the OMol25 dataset
Level of theory: ωB97M-V/def2-TZVPD

## Properties
HOMO-LUMO gap: 7.85 eV
HOMO: -3.716 eV
strongest force on any atom: 0.0978 hartree/bohr
spin multiplicity: 1
net charge: -1
relative energy (zero: lowest compared OMol25 entry of this formula, charge and spin): 39.9 kcal per mole
LUMO energy: 4.14 eV

Last column: Löwdin charge in e.
Element x y z (Å)
C: -1.9742 1.2079 0.7561  -0.185
C: -0.9681 2.4293 0.7577  -0.123
C: -1.3805 -0.1271 1.1642  -0.772
O: -0.2798 -0.2296 1.6923  -0.066
O: -1.9931 -1.0564 0.5472  -0.129
H: -2.8714 1.3295 1.2316  0.056
H: -2.1736 1.1718 -0.3520  0.105
H: -1.5429 3.3713 1.0646  0.069
H: -0.2103 2.5258 0.0292  0.034
H: -0.3421 2.2234 1.6419  0.046
C: 2.0734 -1.1970 -0.4902  -0.173
C: 1.4229 -1.9014 -1.6648  -0.197
H: 1.2606 -0.5888 0.0957  0.089
H: 2.4642 -1.9640 0.2395  0.078
H: 2.8719 -0.7067 -0.8381  -0.007
H: 1.6204 -2.9740 -1.4418  0.054
H: 1.6747 -1.6168 -2.7745  0.085
H: 0.3480 -1.8973 -1.6585  0.038